# 1
C3H9NO in the gas phase at a distorted geometry. Source: the Open Molecules 2025 dataset; level of theory: ωB97M-V with the def2-TZVPD basis set.

ORCA input file:
```
! wB97M-V def2-TZVPD RIJCOSX def2/J DEFGRID3
* xyz 0 1
O 0.9633 1.2292 -0.6622
N -0.5038 -0.9374 -0.5595
C 0.6299 -0.8052 0.3001
C -1.7774 -0.2523 0.0788
C 0.8354 0.6806 0.6422
H 0.0143 0.9904 1.3291
H 1.0700 2.1600 -0.6106
H 0.4225 -1.4263 1.2486
H -2.1615 -0.5650 1.2005
H -0.6270 -2.0649 -0.6518
H 1.6988 0.5088 1.3886
H -2.6217 -0.5631 -0.5796
H -1.6593 1.0462 0.0365
H 1.5570 -1.0962 -0.2740
*
```

Results
max |F|: 4.3 eV Å⁻¹
DFT total energy: -6791.70925 eV
SMILES: CNCCO
gap between HOMO and LUMO: 9.705 eV

***

# 2
C3H9NO in the gas phase at a distorted geometry. Source: the Open Molecules 2025 dataset; level of theory: ωB97M-V with the def2-TZVPD basis set.

ORCA input file:
```
! wB97M-V def2-TZVPD RIJCOSX def2/J DEFGRID3
* xyz 0 1
O 2.0908 -0.4359 -0.0448
N -0.8900 -0.6155 0.0428
C -2.1681 0.0857 -0.3165
C -0.0106 0.3531 0.7023
C 1.1064 0.5285 -0.2666
H -2.9407 0.4338 0.5823
H -0.9983 -1.5730 0.6617
H 1.5502 1.5856 -0.0189
H -0.5668 1.3010 0.8245
H -1.9327 1.0191 -1.1122
H -2.7146 -0.8071 -0.8558
H 0.3837 -0.0174 1.6455
H 2.4913 -0.6448 -1.0605
H 0.6648 0.6950 -1.3222
*
```

Results
max |F|: 5.8 eV Å⁻¹
DFT total energy: -6791.73576 eV
SMILES: CNCCO
gap between HOMO and LUMO: 9.657 eV

***

# 3
C3H9NO in the gas phase at a distorted geometry. Source: the Open Molecules 2025 dataset; level of theory: ωB97M-V with the def2-TZVPD basis set.

ORCA input file:
```
! wB97M-V def2-TZVPD RIJCOSX def2/J DEFGRID3
* xyz 0 1
O -2.3053 -0.1758 -0.6454
N 0.7404 0.1933 -0.7847
C -1.3751 -0.1113 0.4711
C -0.2879 0.7860 0.0778
C 1.7751 -0.4604 -0.0242
H 1.2112 0.9763 -1.3017
H 2.6684 -0.6335 -0.7270
H -1.8437 0.2571 1.3980
H -0.6537 1.6604 -0.5112
H 1.3651 -1.4739 0.2788
H 2.0892 0.1267 0.9091
H 0.1974 1.2320 0.9752
H -0.9471 -1.0997 0.6970
H -2.6341 -1.2771 -0.8129
*
```

Results
max |F|: 5.5 eV Å⁻¹
DFT total energy: -6792.84009 eV
SMILES: CNCCO
gap between HOMO and LUMO: 9.900 eV

***

# 4
2 unconnected molecules or ions with the total composition C3H9NO2 at a distorted geometry. Source: the Open Molecules 2025 dataset; level of theory: ωB97M-V with the def2-TZVPD basis set.

ORCA input file:
```
! wB97M-V def2-TZVPD RIJCOSX def2/J DEFGRID3
* xyz -1 2
O 1.6795 -1.8544 1.3500
O 1.8324 0.1861 -0.6186
N -1.3853 1.5836 0.2599
C -0.9027 -0.5862 -0.8824
C 0.9199 0.9485 -0.1531
C -0.4968 0.4444 0.1372
H 2.0902 -1.2888 0.6596
H -2.2708 1.2713 0.6471
H -0.8706 -0.0765 -1.8535
H -1.5466 1.9043 -0.6916
H 2.4220 -2.2389 1.8333
H -1.9485 -0.8942 -0.8307
H 0.9548 2.0160 0.1031
H -0.2616 -0.0157 1.1075
H -0.2161 -1.3995 -1.0677
*
```

Results
max |F|: 2.4 eV Å⁻¹
DFT total energy: -8840.78924 eV
gap between HOMO and LUMO (alpha / beta): 3.804 / 7.457 eV

***

# 5
2 unconnected molecules or ions with the total composition C3H9NO2 at a distorted geometry. Source: the Open Molecules 2025 dataset; level of theory: ωB97M-V with the def2-TZVPD basis set.

ORCA input file:
```
! wB97M-V def2-TZVPD RIJCOSX def2/J DEFGRID3
* xyz -1 2
O 1.4980 -1.1324 0.5509
O -0.2680 2.7315 -2.0926
N 0.3888 0.5242 -1.7789
C -0.1519 -1.5937 2.3247
C -0.4003 1.5714 -1.2785
C 0.4973 -1.8336 0.9710
H -1.0080 -0.8993 2.1748
H -0.2427 3.5274 -1.5536
H 1.3624 0.6049 -2.0365
H 0.0704 -0.4246 -1.8171
H -0.1758 1.7882 -0.2266
H -0.5218 -2.5243 2.7396
H 0.5136 -1.1566 3.0786
H -0.1304 -2.4102 0.2664
H -1.4316 1.2270 -1.3223
*
```

Results
max |F|: 1.6 eV Å⁻¹
DFT total energy: -8839.84750 eV
gap between HOMO and LUMO (alpha / beta): 2.941 / 6.366 eV

***

# 6
2 unconnected molecules or ions with the total composition C3H9NO2 at a distorted geometry. Source: the Open Molecules 2025 dataset; level of theory: ωB97M-V with the def2-TZVPD basis set.

ORCA input file:
```
! wB97M-V def2-TZVPD RIJCOSX def2/J DEFGRID3
* xyz 0 1
O -1.6450 -1.8182 -1.7621
O -0.0448 0.6492 1.3217
N -2.2894 -0.3713 -0.1267
C 1.6047 0.6457 -0.5476
C -1.4757 -1.2561 -0.7153
C 1.2524 0.1307 0.8367
H 1.6352 1.7349 -0.5575
H -0.0524 1.6084 1.2051
H -1.9614 0.1053 0.7067
H 2.5792 0.2648 -0.8440
H 1.2356 -0.9603 0.8732
H 1.9907 0.4665 1.5764
H 0.8659 0.3143 -1.2742
H -0.5539 -1.4183 -0.0976
H -3.1411 -0.0958 -0.5949
*
```

Results
max |F|: 1.5 eV Å⁻¹
DFT total energy: -8841.97861 eV
SMILES: NC=O.CCO
gap between HOMO and LUMO: 10.412 eV

***

# 7
2 unconnected molecules or ions with the total composition C3H9NO2 at a distorted geometry. Source: the Open Molecules 2025 dataset; level of theory: ωB97M-V with the def2-TZVPD basis set.

ORCA input file:
```
! wB97M-V def2-TZVPD RIJCOSX def2/J DEFGRID3
* xyz 0 1
O -0.3487 -0.3860 0.9373
O -0.8459 1.4769 -0.1317
N 1.7854 -0.3690 -1.1761
C -2.5584 0.5238 1.1345
C 2.7382 -1.5205 -1.1335
C -1.1854 0.4327 0.6565
H 2.2443 -2.4602 -0.9213
H 2.2437 0.5304 -1.1781
H 3.1257 -1.6419 -2.1528
H -0.3489 1.4258 -0.9418
H -2.6756 0.3314 2.2018
H -2.9079 1.5487 0.9978
H 1.1262 -0.5702 -0.4383
H -3.2145 -0.1812 0.6224
H 3.6007 -1.2105 -0.5412
*
```

Results
max |F|: 2.7 eV Å⁻¹
DFT total energy: -8841.55278 eV
SMILES: CC(=O)O.CN
gap between HOMO and LUMO: 9.551 eV

***

# 8
A molecular structure, C3H9NO2 at a distorted geometry. Source: the Open Molecules 2025 dataset; level of theory: ωB97M-V with the def2-TZVPD basis set.

ORCA input file:
```
! wB97M-V def2-TZVPD RIJCOSX def2/J DEFGRID3
* xyz 0 1
O 1.4249 -0.3893 0.0202
O -0.0923 -1.3701 -0.8359
N 2.6949 -0.4828 0.2015
C -1.7418 -0.5451 0.7040
C -0.1125 1.3939 -0.3973
C -0.9429 -0.4470 -0.5878
H 3.2867 -0.5029 -0.6258
H -2.3839 0.3233 0.8652
H 3.0174 -0.8808 1.0800
H -1.4981 -0.0692 -1.4610
H 0.3892 1.6344 0.5317
H -2.3679 -1.4413 0.6682
H 0.4894 1.5784 -1.2787
H -1.0638 -0.6442 1.5533
H -1.0994 1.8429 -0.4377
*
```

Results
max |F|: 2.3 eV Å⁻¹
DFT total energy: -8835.67212 eV
gap between HOMO and LUMO (alpha / beta): 7.919 / 9.221 eV